[1]
C16H8N3O7SV as an isolated structure in a non-equilibrium geometry. Source: OMol25; level of theory: wB97M-V/def2-TZVPD.

Last column: natural (NBO) charge in e.
Element x y z (Å)
V  0.21742  0.82004  0.00020  1.7257
S  4.36405  2.56266  -0.00045  0.4332
C  4.64014  0.87694  -0.00036  -0.3946
C  3.47964  0.16042  -0.00016  -0.2402
C  2.30957  0.97485  -0.00007  -0.4404
C  2.66483  2.30320  -0.00022  -0.3247
C  1.65496  3.36366  -0.00018  0.2464
C  1.90190  4.73381  -0.00031  -0.2456
C  0.84379  5.61660  -0.00025  -0.1159
C  -0.46581  5.14524  -0.00005  -0.2752
C  -0.65642  3.78533  0.00007  0.0876
N  0.37182  2.92161  0.00001  -0.5743
H  5.65003  0.49726  -0.00045  0.2423
H  3.45247  -0.92068  -0.00007  0.2453
H  2.92264  5.09158  -0.00047  0.2344
H  1.03208  6.68278  -0.00036  0.2286
H  -1.31660  5.80992  0.00000  0.2374
H  -1.64055  3.33403  0.00023  0.2332
O  -3.72365  0.11069  0.00074  -0.5651
C  -2.56957  -0.21015  0.00062  0.7901
O  -1.57559  0.70011  0.00043  -0.7959
C  -2.07597  -1.62324  0.00068  -0.2732
C  -3.06823  -2.58868  0.00088  -0.0821
C  -2.72089  -3.92080  0.00103  -0.0434
C  -1.40828  -4.32660  0.00080  -0.1365
C  -0.41721  -3.36830  0.00060  -0.0081
C  -0.70066  -1.98523  0.00053  0.3959
O  0.26586  -1.09917  0.00034  -0.7252
N  0.97250  -3.90988  0.00048  0.5319
O  1.90539  -3.13868  0.00025  -0.3585
O  1.08270  -5.12030  0.00051  -0.3862
N  -3.77987  -4.95048  0.00146  0.5391
O  -3.43290  -6.11347  -0.00418  -0.3749
O  -4.93042  -4.56312  -0.00415  -0.3738
H  -4.10342  -2.27869  0.00101  0.2761
H  -1.14576  -5.37325  0.00088  0.2867

The value obtained for the strongest force on any atom is 1.96 eV/Å. Its HOMO energy (alpha / beta) is -0.3278 / -0.3325 Ha. Its expectation value of S² is 2.01. As for the spin multiplicity: 3. For the LUMO energy (alpha / beta), the calculation gives -1.64 / -1.21 eV.

=====

[2]
A 2-piece molecular cluster, C16H9F3N3O5S2 overall in a non-equilibrium geometry. Source: OMol25; level of theory: wB97M-V/def2-TZVPD.

Last column: natural (NBO) charge in e.
Element x y z (Å)
C  -1.36449  -0.48952  -1.91830  -0.6089
C  -0.71893  -1.38884  -2.76158  0.2725
N  -0.02657  -1.97600  -3.49648  -0.4542
C  -2.37065  -0.80035  -0.92479  0.1519
C  -3.09964  0.16617  -0.14058  -0.3331
C  -4.30397  -0.10185  0.48807  -0.1451
C  -4.82340  -1.40510  0.52786  -0.0954
N  -5.89213  -1.73086  1.41019  0.5102
O  -6.24550  -2.91825  1.58051  -0.4461
O  -6.45077  -0.79155  2.02015  -0.4572
C  -4.10064  -2.41784  -0.13314  -0.1601
C  -2.87707  -2.13991  -0.74104  -0.3010
H  -1.30570  0.54159  -2.28995  0.2174
H  -2.72496  1.17822  -0.03894  0.1847
H  -4.80493  0.67060  1.06713  0.2309
H  -4.46324  -3.43463  -0.10008  0.2314
H  -2.30428  -2.95692  -1.18485  0.2147
F  7.20868  0.77842  2.67376  -0.3265
C  6.09545  1.18232  1.98464  0.8276
F  5.10624  1.47802  2.86898  -0.3168
F  6.41313  2.31282  1.30937  -0.3150
S  5.59543  -0.20952  0.89577  0.4188
N  3.99755  0.25701  0.44569  -0.8399
C  2.88380  -0.40747  1.01884  0.6707
O  2.96510  -1.06077  2.04851  -0.5335
C  1.74773  0.08481  0.21515  -0.1738
C  2.10924  0.94979  -0.82260  -0.2076
C  1.25805  1.95576  -1.30978  -0.2019
C  0.09616  2.20316  -0.55585  -0.1803
C  -0.28978  1.29913  0.43630  -0.1861
C  0.46013  0.16592  0.77870  -0.1089
S  3.85061  0.79905  -1.21659  2.2653
O  4.36772  2.13456  -1.35452  -0.8878
O  4.26830  -0.28081  -2.07413  -0.8682
H  1.44928  2.42556  -2.28168  0.2404
H  -0.55599  3.06590  -0.73729  0.2255
H  -1.27264  1.50519  0.86827  0.2331
H  0.12268  -0.64381  1.44431  0.2525

The value obtained for the strongest force on any atom is 2.86 eV/Å. Its HOMO energy is -0.1429 Ha. Its charge is -1. The calculation puts the relative energy (zero: lowest compared OMol25 entry of this formula, charge and spin) at 0.949 eV. For the LUMO energy, the calculation gives 1.44 eV.

=====

[3]
C16H9F5N4O2SSeTl as an isolated structure. Source: OMol25; level of theory: wB97M-V/def2-TZVPD.

Last column: natural (NBO) charge in e.
Element x y z (Å)
Tl  -0.04839  0.99062  -0.99575  0.6523
N  1.61270  -3.92310  0.26680  -0.8042
C  0.41646  -3.22907  0.05511  0.1729
C  -0.30929  -2.73878  1.14313  -0.2741
C  -1.47750  -2.03397  0.94731  -0.0999
C  -1.95156  -1.81725  -0.33928  -0.3870
C  -1.26480  -2.33305  -1.42687  -0.1797
C  -0.08838  -3.04225  -1.23114  -0.2734
S  -3.32742  -0.72877  -0.59095  2.3417
O  -4.25617  -0.92361  0.49526  -0.9611
O  -3.81077  -0.92891  -1.93528  -0.9679
N  -2.47274  0.62764  -0.42213  -0.9981
C  -2.99190  1.85614  -0.57121  0.5621
N  -2.04308  2.83269  -0.61294  -0.5396
C  -2.45966  4.08028  -0.72124  0.1010
C  -3.80084  4.41665  -0.80732  -0.3946
C  -4.68743  3.34761  -0.79997  0.1029
N  -4.31487  2.08466  -0.69104  -0.4908
H  2.10163  -3.62057  1.09732  0.3830
H  2.23547  -3.90483  -0.52686  0.3693
H  0.07752  -2.87624  2.14500  0.2141
H  -2.01765  -1.61485  1.78634  0.2330
H  -1.64989  -2.15481  -2.42269  0.2408
H  0.45955  -3.43178  -2.08182  0.2022
H  -1.68649  4.84320  -0.74446  0.1879
H  -4.13285  5.44075  -0.88945  0.2126
H  -5.75690  3.51920  -0.88902  0.1824
F  6.51806  -0.42816  0.20743  -0.3005
C  5.28833  -0.01052  0.53964  0.2396
C  4.39785  -0.86738  1.15874  0.2928
F  4.76921  -2.13264  1.43069  -0.3155
C  3.13364  -0.42104  1.49453  0.2875
F  2.34350  -1.30359  2.12047  -0.3108
C  2.68964  0.87416  1.23541  -0.2834
Se  0.94089  1.46381  1.69591  -0.3590
C  3.61928  1.70594  0.61637  0.3054
F  3.30439  2.97249  0.32061  -0.3000
C  4.89187  1.28515  0.27193  0.2573
F  5.74859  2.12420  -0.32857  -0.3008

The value obtained for the strongest force on any atom is 0.42 eV/Å. Its HOMO energy is -0.1710 Ha. Its charge is -1. The calculation puts the relative energy (zero: lowest compared OMol25 entry of this formula, charge and spin) at 0.000 eV. For the LUMO energy, the calculation gives 2.39 eV.

=====

[4]
C16H9F5N4O7PdS as an isolated structure in a non-equilibrium geometry. Source: OMol25; level of theory: wB97M-V/def2-TZVPD.

Last column: natural (NBO) charge in e.
Element x y z (Å)
Pd  5.55463  10.68643  12.14549  1.1985
C  3.76942  11.07953  15.59047  -0.6720
C  5.22893  11.03249  15.39696  0.4328
N  5.84654  10.91123  14.22148  -0.4999
C  7.20225  10.94561  14.45024  -0.0408
C  7.41028  11.07319  15.79430  0.0681
N  6.15929  11.13170  16.36232  -0.4559
C  8.64794  11.10625  16.65273  0.7639
O  9.79773  10.97995  16.05357  -0.6306
O  8.47876  11.22192  17.83604  -0.5360
C  8.11281  10.84741  13.27960  0.7747
O  9.31187  10.74586  13.41757  -0.5681
O  7.48322  10.87235  12.13756  -0.6628
H  3.26334  10.88132  14.65427  0.2357
H  3.47443  12.06835  15.94710  0.2702
H  3.44109  10.35259  16.33449  0.2658
H  6.00548  11.22817  17.36135  0.4770
H  9.76156  10.88776  15.08339  0.5186
F  5.09517  15.58097  7.25597  -0.2078
C  5.15647  14.45874  7.91309  0.4299
C  5.44630  14.46923  9.31232  0.2904
F  5.66812  15.61645  9.90928  -0.2363
C  5.49892  13.28065  9.99301  0.3245
F  5.77916  13.20406  11.30614  -0.2957
C  5.27245  12.01164  9.35467  0.3343
O  5.37740  10.91382  9.96477  -0.6015
C  4.95696  12.05347  7.94324  0.3321
F  4.74548  10.89148  7.34809  -0.2574
C  4.92846  13.23517  7.24107  0.2796
F  4.70769  13.24309  5.94632  -0.2369
S  6.01257  7.96896  13.19956  0.3368
C  6.44325  7.58482  11.59998  0.2328
N  7.05841  6.42161  11.28318  -0.4720
C  7.37735  6.14293  9.99928  0.1452
C  7.04645  7.03950  9.01412  -0.2803
C  6.40654  8.21908  9.40337  0.1876
N  6.13178  8.47798  10.67054  -0.4820
H  7.27619  5.76240  12.01886  0.4603
H  7.87383  5.20308  9.81594  0.2683
H  7.25842  6.83076  7.97690  0.2812
H  6.08277  8.96722  8.68639  0.2492
O  3.72516  10.36747  12.21933  -0.0672
O  3.53915  11.58669  11.94886  0.0455

The value obtained for the strongest force on any atom is 3.64 eV/Å. Its HOMO energy (alpha / beta) is -0.5692 / -0.5685 Ha. Its expectation value of S² is 6.08. As for the spin multiplicity: 5. Its charge is +2. The calculation puts the relative energy (zero: lowest compared OMol25 entry of this formula, charge and spin) at 1.974 eV. For the LUMO energy (alpha / beta), the calculation gives -7.83 / -10.21 eV.

=====

no.,total energy (eV)
1,-72042.414
2,-61265.596
3,-121258.258
4,-64910.541